Formula: C35H38N7OPTeTi
Source: the Open Molecules 2025 dataset
Level of theory: ωB97M-V/def2-TZVPD

Cartesian coordinates (Å):
1 Te 0.072 0.100 -1.934
2 Ti 0.390 0.530 1.572
3 P -1.481 -0.900 4.253
4 O 1.955 0.961 0.792
5 N 0.209 2.359 1.260
6 N -3.581 0.602 3.159
7 N -1.781 0.626 1.901
8 N 0.412 0.558 5.751
9 N 0.790 0.690 3.599
10 N -0.602 -3.358 3.144
11 N 0.037 -1.594 2.006
12 C 3.783 -1.236 -3.728
13 C -2.860 -1.255 -1.411
14 C 1.442 2.287 0.841
15 C 2.737 5.682 0.115
16 C 1.972 -0.045 -2.776
17 C 4.511 4.076 -0.271
18 C -3.248 -1.863 -3.769
19 C -0.659 -2.017 3.061
20 C 2.345 3.338 0.449
21 C -0.019 0.175 4.537
22 C -2.427 -1.243 -2.851
23 C 2.488 -1.264 -3.217
24 C 1.527 1.336 5.584
25 C 1.716 -2.554 -3.183
26 C -2.969 -1.845 -5.138
27 C -2.724 1.432 1.322
28 C 0.173 0.273 -5.316
29 C -0.165 0.190 7.050
30 C 0.555 -2.712 1.400
31 C -3.862 -2.524 -6.118
32 C 4.516 -0.059 -3.800
33 C -3.848 1.414 2.091
34 C 1.756 1.419 4.247
35 C 3.663 3.043 0.078
36 C -1.839 -1.142 -5.589
37 C -2.323 0.140 3.018
38 C -0.965 -0.514 -4.735
39 C -1.238 -0.616 -3.335
40 C 1.879 4.660 0.468
41 C 4.047 5.388 -0.252
42 C 2.696 1.146 -2.820
43 C 0.159 -3.811 2.100
44 C -1.225 -4.205 4.168
45 C 3.980 1.136 -3.343
46 C -4.511 0.321 4.258
47 H 1.092 -0.313 -5.364
48 H -2.114 -0.881 -0.710
49 H 5.535 3.868 -0.551
50 H 5.515 -0.079 -4.215
51 H -1.012 -5.242 3.926
52 H 2.059 1.759 6.420
53 H -3.120 -2.268 -1.101
54 H -0.808 -3.977 5.146
55 H -2.527 1.989 0.423
56 H -4.212 -1.810 -6.866
57 H -3.304 -3.292 -6.659
58 H 4.717 6.194 -0.523
59 H -4.797 1.908 1.974
60 H 1.205 -2.699 -2.227
61 H -1.228 0.414 7.063
62 H 4.222 -2.160 -4.083
63 H 4.551 2.053 -3.397
64 H 0.329 0.779 7.817
65 H -3.753 -0.638 -1.300
66 H -4.140 -2.369 -3.420
67 H -1.664 -1.075 -6.656
68 H 2.395 6.708 0.127
69 H 0.001 -0.866 7.248
70 H -5.469 0.769 4.014
71 H 0.358 -4.858 1.952
72 H -0.081 0.568 -6.331
73 H -2.301 -4.054 4.174
74 H 0.956 -2.590 -3.967
75 H 0.858 4.861 0.762
76 H -4.722 -2.986 -5.641
77 H 2.384 -3.399 -3.335
78 H -4.144 0.758 5.184
79 H -4.641 -0.752 4.374
80 H 4.007 2.018 0.071
81 H 0.381 1.179 -4.747
82 H 2.266 2.076 -2.465
83 H 1.183 -2.662 0.526
84 H 2.537 1.941 3.720

Spin multiplicity ... 2
DFT total energy ... -89065.29324 eV
Gap between HOMO and LUMO (spin up / spin down) ... 7.23 / 5.57 eV
LUMO energy (spin up / spin down) ... -8.75 / -10.54 eV
ΔE to the lowest compared entry with this formula, charge and spin ... 0.0 kcal per mole
Charge ... +3